{"formula": "C2H5NO2", "method": "wB97M-V/def2-TZVPD", "elements": ["O", "O", "N", "C", "C", "H", "H", "H", "H", "H"], "positions_angstrom": [[1.032, -1.493, 0.295], [2.186, -2.076, -0.226], [0.649, -0.308, -0.344], [-1.203, 1.286, -0.209], [-0.454, 0.062, 0.147], [-0.916, -0.557, 0.920], [-1.313, 1.914, 0.681], [-0.705, 1.850, -0.993], [2.925, -1.683, 0.265], [-2.202, 1.005, -0.536]], "atomic_forces_ev_per_a": [[-0.69, -0.29, 1.12], [0.30, 0.20, -0.88], [0.66, 0.20, -0.57], [0.27, 0.27, -0.23], [-0.23, -0.57, 0.65], [0.09, -0.11, 0.01], [0.01, -0.03, -0.11], [-0.01, 0.05, -0.04], [-0.29, 0.23, 0.11], [-0.11, 0.05, -0.07]], "energy_ev": -7735.6635, "smiles": "C/C=N/OO", "charge": 0, "lumo_ev": 1.12, "homo_lumo_gap_ev": 10.91}